# 1
The following is a DFT calculation (ωB97M-V/def2-TZVPD) of a cluster of 2 separate species, C12H26BF4O2S in total.

XYZ file:
```
46
Properties=species:S:1:pos:R:3:forces:R:3
S -2.92211 3.39089 -3.23085 -0.1148 0.0236 0.0563
F -0.08961 -4.59943 -1.50674 0.0164 -0.1026 -0.0307
F -0.04192 -2.47966 -2.01483 0.0361 0.1146 -0.0961
F 0.73648 -4.11375 0.99626 0.0696 -0.0147 -0.0380
F 2.17323 -3.53086 -0.58091 -0.0601 0.0299 -0.0299
O -1.93645 2.42906 -2.68475 0.1230 -0.0997 0.0523
O -2.85103 1.13003 0.14871 0.0787 -0.0293 0.1704
C -3.59861 2.64667 -4.72260 -0.0612 -0.0326 -0.0586
C -1.43619 -0.80554 0.73958 0.0997 -0.2460 0.2051
C 3.02785 0.04422 0.01484 -0.3505 0.0005 -0.1716
C 3.11112 0.78195 1.36440 0.5637 -0.1561 0.0254
C 4.01440 0.12422 2.43428 -0.3151 -0.0792 0.3228
C -0.12374 -3.33892 -0.96416 -0.0553 -0.1824 0.0047
C -2.03490 0.52891 1.16598 -0.3049 -0.2598 -0.2996
C -0.21726 -1.24746 1.58346 -0.0343 0.1740 -0.0933
C 1.61255 -0.46996 -0.31311 0.3990 -0.2606 0.4541
C 0.99979 -3.12226 0.03879 -0.0372 0.0965 0.1560
C 3.29186 -0.22642 3.75506 0.2128 -0.0691 -0.3690
C -4.41127 3.21400 -2.24026 -0.0937 0.0237 0.0045
B 1.13386 -1.65749 0.74565 0.1625 0.3374 0.0215
H -5.21115 3.81274 -2.67787 0.0129 0.0118 -0.0012
H 4.43893 -0.79355 2.03055 0.1055 0.0001 -0.0718
H -1.23246 1.21058 1.45741 0.0025 0.1001 0.0783
H 2.11291 0.90919 1.78196 -0.1205 -0.0047 -0.0674
H -3.94338 1.63755 -4.49768 0.0275 0.0012 0.0381
H -1.09715 -3.21892 -0.49111 -0.0299 0.0639 0.0578
H 0.93900 0.39362 -0.24845 -0.1420 0.0110 -0.2623
H 0.07690 -0.39528 2.21112 0.0282 0.0017 0.0444
H 3.94705 -0.05416 4.60972 -0.0728 0.0311 0.1272
H -2.22215 -1.56491 0.80681 -0.0621 0.0173 -0.1970
H -4.18299 3.57064 -1.23835 0.0472 -0.0312 0.0092
H -4.41810 3.26201 -5.09514 0.0084 0.0083 -0.0016
H -2.71697 0.37035 2.00213 0.1694 0.1574 0.2195
H 1.64001 -0.82412 -1.34525 -0.2359 0.1172 -0.1227
H 4.84809 0.78654 2.67664 0.0803 0.0382 -0.0985
H 3.37824 0.72160 -0.77366 0.0212 -0.0132 -0.0503
H 2.38615 0.36915 3.85673 -0.0084 0.0879 0.1906
H 2.03699 -1.80607 1.56248 0.0087 -0.2246 0.0293
H 3.51352 1.78132 1.17609 -0.1744 0.1128 0.0502
H -2.80157 2.60761 -5.46183 0.0288 0.0122 0.0192
H -1.15036 -0.73340 -0.31496 -0.0063 0.1101 -0.0472
H -2.28207 1.22337 -0.62175 -0.0042 0.1303 -0.3099
H 3.69834 -0.81827 0.00334 0.1171 0.0322 0.0940
H 2.99318 -1.27353 3.76526 -0.1102 0.0107 -0.0274
H -0.49799 -2.03410 2.29077 -0.0828 -0.0360 -0.0038
H -4.69101 2.16180 -2.19373 0.0575 -0.0141 0.0167
```
Positions in Å, forces in eV/Å.

Values from the calculation:
**HOMO-LUMO gap**: 7.57 eV
**Electronic energy**: -1445.8329 Eh
**HOMO level**: -5.3 eV
**Net charge**: -1
**Energy relative to the best compared isomer or geometry (same formula, charge and spin)**: 9.11 kJ/mol

=====

# 2
The following is a DFT calculation (ωB97M-V/def2-TZVPD) of the molecule C12H26BNO4 at a distorted geometry.

XYZ file:
```
44
Properties=species:S:1:pos:R:3:forces:R:3
O -1.40686 -0.11947 -1.82269 0.1556 0.4287 0.6277
O -0.55583 -1.40507 -0.16489 -0.9373 1.3056 -0.6133
O -2.69643 -1.49088 1.78736 -0.0166 -0.0044 -0.8844
O -4.36410 0.02105 0.99277 0.2621 0.1523 -0.2576
N -1.97428 0.35335 0.36876 -0.9322 0.0256 -1.4186
C 3.27738 -1.94165 0.62813 0.5314 -0.0651 0.1391
C 4.55086 -1.89734 -0.25378 -0.7855 -0.2719 0.3128
C 2.08361 0.32221 0.08501 0.8398 0.0319 0.2042
C 2.80704 -0.57924 1.11981 -0.6448 -0.2224 0.0040
C 0.94740 0.57930 -2.16786 -0.1253 -0.7388 0.5337
C -2.38486 1.68290 -0.14093 0.2898 0.2892 0.3286
C 2.03398 -0.18792 -1.35529 -0.7750 0.9403 -0.2209
C -2.26850 2.72377 0.97858 0.1162 0.4546 -0.3511
C -1.24853 -0.45987 -0.52310 1.0749 -1.4802 0.9661
C -0.22711 -0.30099 -2.61250 0.3216 -0.0602 -0.7700
C -0.95671 3.53663 0.93976 -0.2872 -0.1690 0.2834
C -3.30427 -2.70095 1.34186 -0.1552 -0.2446 0.5893
B -3.03929 -0.37793 1.05577 0.5566 -0.4186 1.0444
H 1.36992 1.05068 -3.04859 0.0811 0.1572 -0.0659
H -3.14142 -3.46094 2.09992 0.1007 -0.0358 0.0931
H 1.09289 0.55619 0.46466 -0.2071 -0.1406 -0.1053
H 3.49191 -2.54030 1.51306 0.0327 -0.0526 0.0884
H 2.10155 -0.76930 1.92907 -0.0681 0.0321 0.0895
H -1.72897 1.99020 -0.94597 0.1252 -0.1482 -0.1107
H 4.32574 -2.27808 -1.24556 0.1530 0.1278 -0.2305
H -1.14450 4.59670 1.08695 -0.0477 0.1078 0.0534
H 3.63983 -0.05568 1.58647 0.1778 0.0801 -0.0910
H -2.84874 -3.04621 0.41667 0.0636 0.0524 -0.1434
H -3.38627 1.67056 -0.56062 -0.1685 -0.2068 0.0773
H 0.05135 -1.35140 -2.64571 -0.0156 -0.1425 0.1903
H -2.34795 2.24309 1.95054 -0.2007 -0.0827 0.1082
H 2.47590 -2.47333 0.12284 -0.1561 0.0392 -0.0657
H 4.91499 -0.87744 -0.31983 0.2385 0.0736 -0.1370
H -3.09383 3.42721 0.88348 -0.1894 -0.0433 0.0511
H 1.77939 -1.23820 -1.41294 0.2816 -0.2292 0.0554
H 2.98878 0.02472 -1.82632 0.2443 -0.4225 -0.0415
H -0.45860 3.43380 -0.01983 0.1796 -0.0627 -0.0564
H -0.52555 -0.02871 -3.62060 -0.2481 0.0762 -0.0205
H 0.52483 1.34608 -1.52030 0.0409 0.3933 -0.1671
H -4.60711 0.65698 1.66206 -0.2860 0.1865 0.1838
H 2.61786 1.27370 0.05138 -0.0969 0.1938 0.0067
H -0.29595 3.21996 1.74111 0.3004 -0.0599 -0.1053
H -4.38089 -2.58925 1.22206 -0.0963 0.0936 -0.1320
H 5.31136 -2.53892 0.17922 0.2721 0.0597 -0.0422
```
Positions in Å, forces in eV/Å.

Values from the calculation:
**HOMO-LUMO gap**: 10.55 eV
**Electronic energy**: -853.4898 Eh
**HOMO level**: -10.0 eV
**SMILES**: CCCCCCCOC(=O)N(CCC)B(O)OC
**Net charge**: 0
**Energy relative to the best compared isomer or geometry (same formula, charge and spin)**: 53.77 kJ/mol

=====

# 3
The following is a DFT calculation (ωB97M-V/def2-TZVPD) of a structure of composition C12H26Br3NO at a distorted geometry.

XYZ file:
```
43
Properties=species:S:1:pos:R:3:forces:R:3
Br 4.25530 -0.59110 -2.28921 0.8781 1.2298 -0.7949
Br -1.75168 -3.13731 -1.19365 0.0142 0.1537 0.2714
Br 1.07890 -2.84688 2.98212 -0.3592 0.0838 -0.2425
O 1.21545 3.25733 0.58317 0.1812 0.1209 -0.1048
N -0.40243 -1.15328 1.33021 -0.4473 -0.1177 0.1007
C -3.39908 -0.87573 -0.33441 0.3797 -0.0093 -0.4478
C -0.33773 0.10261 0.49263 0.1723 0.2380 -0.2372
C 2.02956 -1.60394 0.57824 0.3392 -0.3434 -1.0888
C 0.75414 1.02739 -1.52921 -1.3898 0.8724 0.1064
C 0.71969 -2.13811 1.14118 1.3676 -0.0077 1.0088
C -0.22065 -0.05413 -1.01733 0.9557 0.4070 -0.4854
C 2.37586 -2.37380 -0.70881 0.6483 -0.6339 0.5507
C 0.14649 3.77412 1.34482 0.0078 -0.0931 0.2198
C -1.74099 -1.83408 1.44439 -0.4808 -0.0869 0.0054
C -2.60695 -2.07206 0.22001 -0.5428 0.1583 -0.1460
C 0.09034 2.42404 -1.40823 0.1424 0.2712 0.4066
C 1.04736 3.45211 -0.81364 -0.1872 -0.0430 -0.4750
H 2.00178 3.33821 -1.32575 0.2885 0.0014 0.3778
H -1.60546 -2.78504 1.94889 0.4931 -0.0667 0.0143
H 0.21028 -1.00487 -1.31585 -0.1778 -0.2166 0.2507
H -0.48947 2.96382 1.71741 -0.1407 0.0166 -0.0331
H -4.43699 -0.90140 -0.01307 -0.0154 -0.1039 0.1939
H -2.32628 -1.23412 2.14205 -0.0864 0.1987 -0.0946
H 0.55191 0.62994 0.82669 0.1240 -0.1024 0.1833
H -0.26935 2.78181 -2.37197 0.0305 -0.0462 -0.1366
H 0.92550 0.88017 -2.58811 0.5644 -0.3829 0.0089
H 2.84715 -1.81941 1.25158 -0.0123 0.2094 0.3680
H -0.47056 4.48087 0.78691 -0.0273 -0.0448 -0.1423
H 0.42465 -3.02901 0.61219 -0.5760 0.1298 -0.2436
H 0.71785 4.47919 -0.99555 -0.1371 0.0212 -0.0059
H -3.37039 -2.75857 0.56562 0.1084 -0.2692 0.2132
H 1.49790 -2.57961 -1.32491 0.0834 0.3121 -0.2741
H 3.24567 -1.83794 -1.27021 -1.7193 -1.0368 0.7983
H 0.53380 4.30745 2.21180 0.1813 -0.0497 0.0415
H -3.40262 -0.94800 -1.41683 -0.1069 0.1775 -0.1165
H 2.07973 -0.53806 0.36462 -0.2986 0.0561 0.2129
H 2.73393 -3.35786 -0.37804 -0.0115 -0.0862 -0.1590
H -1.14163 0.09548 -1.57516 -0.3050 -0.2746 0.2834
H -1.15167 0.73743 0.83239 -0.3412 -0.1756 -0.0885
H -0.25740 -0.79902 2.27789 0.1717 -0.0714 -0.0263
H 1.67810 1.04267 -0.95818 0.2577 -0.3169 -0.2877
H -2.99004 0.09481 -0.06957 0.0968 -0.0061 0.0403
H -0.78995 2.40388 -0.75713 -0.1237 -0.0729 -0.0259
```
Positions in Å, forces in eV/Å.

Values from the calculation:
**HOMO-LUMO gap**: 5.59 eV
**Electronic energy**: -8324.7463 Eh
**HOMO level**: -6.2 eV
**Net charge**: 0

=====

# 4
The following is a DFT calculation (ωB97M-V/def2-TZVPD) of a structure of composition C12H26CdN6O6S at a distorted geometry.

XYZ file:
```
52
Properties=species:S:1:pos:R:3:forces:R:3
Cd -0.37249 -0.12242 -0.12292 -0.5480 -1.0471 1.8474
S -1.08515 2.20139 1.24619 0.6697 0.7205 0.3027
O -2.96462 -1.34095 0.96139 -1.4272 -0.2769 -0.3143
O -2.26429 1.01426 -2.55867 0.9100 -0.3663 0.0563
O 2.55852 1.23138 -0.26452 -0.7416 -0.2592 -1.0891
O 1.13623 -1.95092 -0.87151 0.7951 0.1109 -0.3085
O 1.96634 -0.50180 1.94605 2.4224 0.4291 -0.1945
O -3.50359 -1.99559 -2.30959 -0.4709 -0.4848 -0.6904
N 1.02428 3.96892 1.24829 -0.5163 -0.2624 -0.4379
N -0.95110 0.90945 -2.07289 -0.0176 2.2590 -1.2838
N 1.40486 1.03413 -1.02596 0.6887 2.8454 -0.6332
N 0.70695 -0.77822 1.82300 -2.4652 -0.4434 2.2168
N 1.13899 2.50970 2.85382 -0.9638 -0.1324 -0.4478
N -1.75367 -1.24461 1.30301 0.9640 -0.0742 2.2323
C 1.17474 1.92964 -1.98183 1.6276 -1.9677 2.3186
C -0.00384 -1.26511 2.86890 2.3491 1.0470 -2.4021
C -1.38475 -1.46109 2.59965 -1.5639 0.0849 -3.0089
C -0.66722 2.81550 -3.57782 0.1272 0.5515 -0.1228
C -2.40808 -1.87875 3.59284 -0.2947 -0.0036 0.0919
C 2.19373 2.89866 -2.48778 0.1525 0.2652 -0.0786
C -2.26972 -2.66515 -2.06212 0.0994 0.1186 0.2261
C 2.28964 4.30470 1.89851 -0.1821 0.3235 -0.3559
C 0.62257 -1.65438 4.16441 0.2200 0.0770 0.1264
C -0.17368 1.88889 -2.52022 -2.5444 -2.6058 0.0709
C 0.38035 2.90018 1.79326 0.9147 -0.1046 0.5448
C 2.38835 3.24919 2.99871 -0.0056 -0.4355 0.3349
H -4.04143 -2.60421 -2.83982 0.0496 0.5871 0.2958
H -1.48470 -2.03635 -2.49247 0.2829 -0.2855 0.0381
H -1.75317 2.94103 -3.52054 0.3722 -0.0771 0.0083
H 3.21132 2.57695 -2.24237 -0.3294 -0.0350 0.0439
H 2.05939 3.90985 -2.07479 -0.0573 -0.2601 -0.0584
H 0.88911 1.72190 3.44653 0.1000 0.1433 -0.6018
H -0.41631 2.40556 -4.57024 -0.1016 0.0888 0.2842
H 1.68222 -2.14706 -0.08271 -0.4236 0.2579 -0.1680
H -3.05639 -2.65094 3.16376 0.0472 0.1296 0.0251
H 1.75183 -1.49485 -1.47806 -0.3428 -0.3927 0.3800
H -0.11954 -1.98943 4.89422 0.1822 0.0911 -0.2211
H 2.44849 3.69831 3.99660 0.0826 -0.1115 -0.1806
H 2.10239 2.97632 -3.57962 0.0373 0.0300 0.2640
H -0.18881 3.79812 -3.49505 -0.0717 -0.2042 -0.0325
H -2.71090 0.17506 -2.34100 0.1199 -0.0431 0.1739
H 2.44717 0.60130 0.51172 -0.2118 -0.3721 0.3110
H -3.06013 -1.03869 3.86786 -0.0038 -0.0909 -0.1027
H -1.96181 -2.25838 4.51412 -0.0958 -0.0031 -0.1692
H 0.62634 4.49419 0.47799 0.0966 -0.3507 0.3761
H 3.12822 4.21966 1.19549 -0.2186 0.1242 0.1284
H 1.16578 -0.81311 4.60919 0.1685 -0.1763 -0.0953
H 2.24018 5.32478 2.29831 0.1475 -0.1891 -0.0761
H -2.22957 -3.67211 -2.51107 0.0107 0.4264 0.1426
H 3.24830 2.58134 2.84431 -0.2645 0.1592 0.1122
H 1.32377 -2.48111 3.99098 0.0734 0.2616 0.1281
H -2.15058 -2.73027 -0.97999 0.1512 -0.0768 -0.0074
```
Positions in Å, forces in eV/Å.

Values from the calculation:
**HOMO-LUMO gap (spin up / spin down)**: 4.17 / 4.18 eV
**Electronic energy**: -1818.5138 Eh
**HOMO level (spin up / spin down)**: -5.2 / -5.2 eV
**Net charge**: 0
**Energy relative to the best compared isomer or geometry (same formula, charge and spin)**: 0.00 kJ/mol

=====

# 5
The following is a DFT calculation (ωB97M-V/def2-TZVPD) of a structure of composition C12H27As2F6MgO4S4Si.

XYZ file:
```
57
Properties=species:S:1:pos:R:3:forces:R:3
As -1.84188 -4.15788 -0.03645 0.6810 0.5209 0.1631
As 3.30427 -3.37927 2.22661 -0.2172 -0.1112 -0.0766
S 4.53147 -1.66259 2.63726 0.1445 -0.0819 0.1087
S 1.28123 -3.21557 2.96620 0.1759 0.0787 -0.0467
S 4.59863 -4.64702 3.36492 0.1285 0.1256 0.0533
S 3.12982 -3.86985 0.13339 0.0053 0.0099 0.0647
Si 0.07366 0.09829 -0.25504 0.0194 -0.0383 -0.0083
Mg 0.83543 -2.91796 0.52191 0.3013 -0.1927 0.3584
F -1.12071 -3.31748 -1.37120 -0.1528 -0.0371 -0.2320
F -1.32275 -2.77206 0.95814 -0.1121 -0.2395 -0.1640
F -3.35780 -3.41832 -0.32269 -0.2928 -0.0285 -0.0362
F -2.39546 -4.95011 1.37138 -0.1777 -0.1534 0.1546
F -0.18563 -4.75826 0.26483 -0.2109 -0.0371 -0.0392
F -2.19815 -5.51746 -1.01173 -0.1063 -0.1995 -0.1468
O -0.81984 0.51467 1.06887 -0.0424 0.0679 -0.0187
O -1.04144 -0.12355 -1.45903 0.0964 0.0236 0.0935
O 0.94432 1.48447 -0.58407 0.0332 -0.0017 -0.1206
O 1.00224 -1.17122 -0.12702 -0.3513 0.4235 -0.1887
C -3.36264 0.02554 -0.84595 -0.0633 -0.0367 0.0082
C -2.25460 0.54546 -1.75776 0.1210 -0.0543 0.1217
C -2.56611 0.18860 -3.20573 -0.0474 0.0315 -0.0970
C 1.07228 0.80079 2.59311 0.0712 0.0646 0.0563
C -0.39902 1.08556 2.30846 0.0887 -0.1659 -0.1425
C 3.31419 1.03337 -0.56797 0.0934 -0.0015 0.0071
C 2.31405 3.02410 -1.71467 0.0222 0.0921 -0.0214
C -0.64932 2.58738 2.22865 -0.0077 0.0833 -0.0052
C -2.10423 2.05747 -1.60542 -0.0068 0.0985 -0.0073
C 1.96591 0.73710 -2.66011 0.0058 -0.0254 -0.0605
C -1.27105 0.44418 3.37843 -0.0318 -0.0068 0.0811
C 2.13090 1.55069 -1.37808 -0.1446 -0.1373 0.0837
H -0.06248 3.01458 1.41273 -0.0006 -0.0224 0.0124
H 1.70960 1.22876 1.81688 -0.0650 -0.0042 0.0568
H -3.51602 0.62957 -3.52317 0.0206 -0.0090 0.0019
H -3.03873 2.55609 -1.88129 0.0211 0.0008 -0.0022
H -0.36700 3.07713 3.16497 -0.0114 0.0010 -0.0104
H 3.14479 0.00257 -0.25427 -0.0215 0.0137 -0.0252
H -1.70832 2.78041 2.03548 0.0131 -0.0017 0.0081
H -1.85809 2.32100 -0.57508 -0.0168 -0.0494 -0.0263
H 3.45384 1.64773 0.32528 0.0111 -0.0128 -0.0224
H -3.46722 -1.05476 -0.96235 0.0163 0.0585 -0.0017
H 1.44735 3.39300 -2.26921 0.0197 -0.0120 0.0072
H -3.12179 0.23115 0.19700 0.0244 0.0218 -0.0195
H 3.21280 3.17621 -2.31879 -0.0125 0.0024 0.0141
H -1.06845 0.88398 4.35919 -0.0026 -0.0107 -0.0127
H -2.32628 0.58902 3.13371 0.0136 0.0047 0.0091
H 2.40655 3.60476 -0.79397 -0.0051 -0.0085 -0.0167
H -1.06803 -0.62654 3.42661 0.0000 0.0070 -0.0149
H -1.30186 2.42948 -2.24640 -0.0040 -0.0232 -0.0041
H 4.23200 1.07359 -1.16252 -0.0102 0.0081 0.0235
H 1.35346 1.24594 3.55202 0.0032 -0.0254 -0.0032
H 1.09066 1.08044 -3.21770 0.0110 0.0051 0.0158
H 1.83351 -0.32118 -2.42823 0.0069 0.0283 0.0284
H -2.62418 -0.89583 -3.30707 0.0011 0.0032 0.0080
H -4.31394 0.50638 -1.09887 0.0106 -0.0279 0.0221
H 1.26719 -0.27085 2.64583 -0.0271 -0.0180 -0.0018
H -1.76992 0.55283 -3.85918 -0.0080 -0.0016 0.0084
H 2.85283 0.84547 -3.29079 -0.0103 0.0012 0.0025
```
Positions in Å, forces in eV/Å.

Values from the calculation:
**Multiplicity**: 2
**HOMO-LUMO gap (spin up / spin down)**: 6.89 / 6.12 eV
**Electronic energy**: -7928.1306 Eh
**HOMO level (spin up / spin down)**: -2.5 / -2.4 eV
**Net charge**: -2